No. 1
{
  "formula": "C15H11BrClN3O6PmS",
  "method": "the ωB97M-V functional and the def2-TZVPD basis",
  "symbols": ["Pm", "C", "O", "C", "C", "C", "Br", "C", "C", "C", "O", "C", "N", "C", "C", "C", "C", "C", "C", "N", "H", "H", "H", "H", "H", "H", "H", "H", "H", "H", "H", "S", "C", "N", "O", "Cl", "O", "O", "O"],
  "xyz": [[-0.81936, 0.14342, -3.21934], [2.31403, -0.11271, -3.97585], [1.43628, -0.47202, -2.89199], [1.97249, -0.41181, -1.59971], [3.33164, -0.36856, -1.32495], [3.75230, -0.36306, 0.00750], [5.59965, -0.32398, 0.37335], [2.84111, -0.41069, 1.05112], [1.47422, -0.44092, 0.78052], [1.04345, -0.39873, -0.55225], [-0.30856, -0.31472, -0.89375], [0.51140, -0.40102, 1.87331], [0.62945, 0.35673, 2.91802], [-0.50865, 0.14388, 3.66547], [-0.87689, 0.68540, 4.89389], [-2.07847, 0.27256, 5.42501], [-2.89717, -0.64900, 4.76180], [-2.55182, -1.18829, 3.53781], [-1.34781, -0.77008, 3.00160], [-0.70353, -1.09157, 1.80534], [3.09402, -0.87357, -4.08375], [2.73949, 0.88145, -3.79110], [1.69392, -0.09865, -4.89161], [4.06616, -0.37264, -2.11226], [3.16810, -0.41409, 2.07817], [-0.84855, -0.31709, -0.06756], [-0.23824, 1.38924, 5.39986], [-2.40047, 0.66250, 6.37674], [-3.82623, -0.94491, 5.22098], [-3.18986, -1.89583, 3.03372], [-0.78237, -2.00880, 1.38758], [-5.40743, -0.55487, -3.04396], [-3.86665, -0.80279, -3.02343], [-2.67939, -1.00643, -3.00017], [-0.91173, 3.88658, -4.25579], [-0.87330, 2.58456, -3.84141], [-0.81487, 1.61074, -4.94765], [0.28042, 2.24002, -3.01999], [-2.01680, 2.14973, -3.05526]],
  "lowdin_spin": [4.03, 0.00, -0.01, 0.00, 0.00, 0.00, 0.00, 0.00, 0.00, 0.00, 0.00, 0.00, 0.00, 0.00, 0.00, 0.00, 0.00, 0.00, 0.00, 0.00, 0.00, 0.00, 0.00, 0.00, 0.00, 0.00, 0.00, 0.00, 0.00, 0.00, 0.00, -0.01, 0.00, -0.01, 0.00, 0.00, 0.00, 0.00, 0.00],
  "homo_lumo_gap_ev": [7.5, 7.6],
  "relative_energy_kcal_mol": 0.0,
  "homo_energy_ev": [-11.34, -11.34],
  "multiplicity": 5,
  "lumo_energy_ev": [-3.8661, -3.6977],
  "total_charge": 1,
  "energy_ev": -142431.6308
}


No. 2
{
  "formula": "C37H39FI2N8O7Sc",
  "method": "the ωB97M-V functional and the def2-TZVPD basis",
  "symbols": ["Sc", "C", "C", "N", "O", "C", "C", "N", "O", "H", "H", "H", "H", "H", "H", "H", "I", "C", "C", "C", "I", "C", "C", "C", "C", "N", "C", "C", "O", "H", "H", "H", "H", "C", "C", "O", "N", "C", "C", "C", "C", "C", "C", "N", "H", "H", "H", "H", "H", "H", "H", "H", "H", "H", "C", "C", "N", "C", "C", "C", "O", "O", "C", "O", "C", "C", "C", "F", "C", "C", "C", "N", "C", "C", "N", "C", "C", "H", "H", "H", "H", "H", "H", "H", "H", "H", "H", "H", "H", "H", "H", "H", "H", "H", "H"],
  "xyz": [[-0.22254, -0.68654, 0.36563], [2.62245, 3.92760, 1.65250], [1.75698, 2.98136, 0.87719], [1.97152, 2.65419, -0.32978], [3.15138, 3.22642, -0.79542], [0.53686, 2.40892, 1.50456], [-0.16251, 3.15571, 2.59555], [0.13151, 1.28113, 1.07188], [-0.99028, 0.72692, 1.55909], [3.66624, 3.81384, 1.36573], [2.52607, 3.76663, 2.72476], [2.33705, 4.96010, 1.43778], [3.10937, 2.99135, -1.72445], [-0.27740, 4.20810, 2.32935], [0.41229, 3.11324, 3.52309], [-1.13748, 2.71462, 2.78367], [-1.22853, 1.73216, -4.15907], [-0.33334, -0.12122, -3.92678], [0.16415, -0.79708, -5.05909], [0.79527, -2.00745, -4.96022], [1.53442, -2.90346, -6.69131], [0.93639, -2.63132, -3.68888], [1.53227, -3.89146, -3.45278], [1.58731, -4.39461, -2.18294], [1.04214, -3.63936, -1.12565], [0.49416, -2.46669, -1.31127], [0.43667, -1.94769, -2.56221], [-0.18001, -0.64206, -2.65155], [-0.57362, -0.06779, -1.56963], [0.04670, -0.33023, -6.02833], [1.93017, -4.45289, -4.28824], [2.02764, -5.36192, -1.98208], [1.06056, -4.00715, -0.10430], [-3.25476, -3.16319, 2.01005], [-2.88673, -2.59306, 0.67370], [-1.74009, -2.19851, 0.43684], [-3.84534, -2.50427, -0.25348], [-3.62780, -1.82627, -1.52099], [-3.83613, -0.32667, -1.42475], [-4.49812, 0.38709, -2.41015], [-4.58589, 1.76563, -2.27891], [-4.01006, 2.37263, -1.17866], [-3.37236, 1.57168, -0.23995], [-3.29279, 0.25113, -0.35160], [-2.34803, -3.43471, 2.54165], [-3.91567, -4.02428, 1.91651], [-3.77327, -2.38861, 2.57933], [-4.77933, -2.76180, 0.01441], [-4.26954, -2.27728, -2.27616], [-2.59120, -2.01139, -1.80850], [-4.92579, -0.12248, -3.26404], [-5.09363, 2.35689, -3.03027], [-4.04728, 3.44489, -1.04129], [-2.89517, 1.99871, 0.63508], [7.41379, -0.69158, 2.72272], [6.60482, -1.95503, 2.48425], [5.38495, -1.70607, 1.71022], [4.19697, -1.62204, 2.36367], [3.00424, -1.33974, 1.78566], [1.74266, -1.33536, 2.63016], [1.82541, -1.06584, 3.81534], [0.69005, -1.66471, 1.96957], [2.97755, -0.99287, 0.39823], [1.99391, -0.56067, -0.20890], [4.24302, -1.15891, -0.32518], [4.23949, -0.96696, -1.71065], [5.40638, -1.10871, -2.39585], [5.43984, -0.88543, -3.73522], [6.60886, -1.45949, -1.76475], [6.61201, -1.65308, -0.39843], [5.42589, -1.49836, 0.34266], [7.79164, -1.59375, -2.52293], [8.99036, -0.87026, -2.20675], [9.33345, 0.10331, -3.32838], [9.41615, -0.66838, -4.62537], [8.14265, -1.42808, -4.93512], [7.84101, -2.33711, -3.75357], [8.30391, -0.92073, 3.30927], [6.82343, 0.04256, 3.27126], [7.73105, -0.23152, 1.78573], [6.28884, -2.38715, 3.43115], [7.19002, -2.72668, 1.98200], [4.23549, -1.79726, 3.43216], [3.31461, -0.69109, -2.20331], [7.53464, -1.94942, 0.07984], [9.84056, -1.54940, -2.04168], [8.85455, -0.30215, -1.28846], [10.29150, 0.60128, -3.19009], [8.54243, 0.83901, -3.46462], [10.19302, -1.33002, -4.56946], [9.63485, -0.03346, -5.39114], [8.31217, -1.96794, -5.86491], [7.36583, -0.67848, -5.06457], [8.61874, -3.11433, -3.69109], [6.89845, -2.84762, -3.93247]],
  "mulliken_charge": [0.37, -1.52, 0.84, 0.03, -0.52, 0.24, -1.88, 0.70, -0.69, 0.44, 0.40, 0.31, 0.37, 0.41, 0.40, 0.36, 0.02, -0.27, -0.35, -0.26, 0.02, 0.97, -0.92, -1.16, -0.72, 0.63, 0.41, -0.24, 0.06, 0.39, 0.20, 0.46, 0.60, -1.56, 0.75, -0.18, -0.09, -0.43, 0.76, -0.83, -0.43, -0.72, -0.15, 0.06, 0.32, 0.43, 0.34, 0.25, 0.40, -0.23, 0.40, 0.40, 0.42, 0.44, -0.97, -1.01, 0.17, 0.01, -0.35, 0.18, -0.73, -0.72, 1.01, -0.17, 0.55, -0.65, 0.17, -0.38, -0.78, -1.04, 0.51, 0.23, -0.56, -0.80, -0.13, -0.68, -0.76, 0.39, 0.33, 0.26, 0.46, 0.42, 0.53, 0.73, 0.54, 0.33, 0.38, 0.41, 0.36, 0.38, 0.35, 0.36, 0.44, 0.34, 0.42],
  "homo_lumo_gap_ev": 5.6,
  "relative_energy_kcal_mol": 0.0,
  "homo_energy_ev": -8.80,
  "multiplicity": 1,
  "lumo_energy_ev": -3.1569,
  "total_charge": 1,
  "energy_ev": -104873.4951
}


No. 3
{
  "formula": "C31H35AsKN10O7",
  "method": "the ωB97M-V functional and the def2-TZVPD basis",
  "symbols": ["K", "N", "C", "N", "C", "N", "N", "C", "C", "C", "C", "C", "C", "N", "C", "C", "C", "C", "C", "C", "H", "H", "H", "H", "H", "H", "H", "H", "H", "H", "H", "O", "C", "O", "C", "C", "C", "C", "C", "C", "O", "N", "O", "O", "N", "O", "O", "H", "H", "C", "As", "C", "C", "H", "H", "H", "H", "H", "H", "H", "H", "H", "C", "C", "N", "C", "N", "C", "C", "C", "N", "C", "H", "H", "H", "H", "H", "H", "H", "H", "H", "H", "H", "H", "H"],
  "xyz": [[-0.04380, -0.21723, -0.07053], [2.72387, 1.76274, -2.84893], [1.56857, 1.59864, -2.16968], [0.53900, 0.95255, -2.60037], [0.65900, 0.24144, -3.78022], [-0.06871, -0.78410, -4.04985], [-0.97130, -1.14689, -3.04243], [-0.75226, -2.33739, -2.64813], [-1.58728, -3.00956, -1.63053], [-1.83866, -4.37034, -1.80371], [-2.61612, -5.03711, -0.87450], [-3.10076, -4.32687, 0.21107], [-2.77835, -2.98221, 0.31036], [-2.04406, -2.32866, -0.57914], [1.74445, 0.61149, -4.70352], [1.79771, 0.20042, -6.03304], [2.90903, 0.48001, -6.80360], [3.98893, 1.16330, -6.24586], [3.95203, 1.58803, -4.93382], [2.82177, 1.32175, -4.16124], [3.54832, 2.00479, -2.30972], [1.52870, 2.04853, -1.18515], [0.05193, -2.92943, -3.08827], [-1.42338, -4.88647, -2.65961], [-2.82872, -6.09234, -0.98938], [-3.69740, -4.79677, 0.98076], [-3.11256, -2.40076, 1.16377], [0.96095, -0.35802, -6.43008], [2.95073, 0.15821, -7.83592], [4.86561, 1.36481, -6.84791], [4.78312, 2.12123, -4.48935], [0.95786, -2.76793, 1.01649], [1.50606, -1.81301, 1.58715], [0.93290, -0.91286, 2.26480], [3.00120, -1.60417, 1.39792], [3.91814, -2.40997, 1.98840], [5.30528, -2.16497, 1.83647], [5.75865, -1.12933, 1.06126], [4.83466, -0.30794, 0.42355], [3.40208, -0.51203, 0.51900], [2.55950, 0.13959, -0.12542], [5.36948, 0.70179, -0.43615], [6.53436, 0.60516, -0.81142], [4.66713, 1.66477, -0.75923], [6.25680, -3.00900, 2.50519], [5.83558, -3.93670, 3.18456], [7.45212, -2.75618, 2.39424], [3.60036, -3.24631, 2.59543], [6.81505, -0.95510, 0.93537], [-2.01940, -0.65432, 3.79901], [-2.49510, 0.42833, 2.24338], [-2.26352, 2.19550, 3.04870], [-4.45111, 0.29981, 2.43211], [-2.70319, -0.47508, 4.63049], [-0.99405, -0.42078, 4.08053], [-2.03669, -1.70610, 3.51489], [-2.75645, 2.27221, 4.01948], [-2.66806, 2.94217, 2.36508], [-1.19416, 2.37515, 3.15041], [-4.76083, 0.48670, 3.46184], [-4.77582, -0.69912, 2.13840], [-4.93704, 1.02043, 1.77436], [3.72379, 2.99425, 2.54865], [2.80724, 1.88421, 3.02551], [1.54131, 1.90538, 2.31245], [1.14171, 2.84568, 1.41751], [0.10787, 2.60388, 0.67481], [-0.43590, 3.65236, -0.16429], [0.54172, 4.77695, -0.48525], [1.25442, 5.18503, 0.78953], [1.87728, 4.02022, 1.37987], [2.90001, 4.25605, 2.37861], [4.16572, 2.73343, 1.58569], [4.52638, 3.15465, 3.27020], [2.62344, 1.99365, 4.10093], [3.26836, 0.90565, 2.87787], [1.12812, 0.98040, 2.20980], [-1.32337, 4.08342, 0.32174], [-0.79322, 3.19705, -1.09286], [0.02004, 5.63225, -0.92082], [1.28590, 4.43934, -1.21155], [0.54525, 5.65611, 1.48842], [2.03974, 5.91597, 0.58244], [2.46221, 4.56404, 3.34191], [3.52136, 5.08140, 2.02332]],
  "mulliken_charge": [0.73, 0.26, -0.90, -0.42, 0.24, -0.50, -0.41, -0.61, 0.94, -0.73, -0.39, -0.79, 0.02, 0.01, 0.60, -0.40, -0.66, -0.40, -0.62, 0.19, 0.24, 0.93, 0.31, 0.40, 0.40, 0.40, 0.12, 0.45, 0.38, 0.39, 0.46, -0.68, -1.09, -0.61, 1.20, 0.08, -0.79, -0.46, -0.34, -0.10, -0.12, 1.08, -0.72, -0.72, 1.03, -0.67, -0.67, 0.60, 0.62, -1.13, 0.66, -0.95, -1.21, 0.47, 0.25, 0.34, 0.49, 0.29, 0.07, 0.37, 0.35, 0.36, -0.20, -0.44, 0.32, -0.09, 0.07, -0.98, -0.49, -0.76, 0.29, -0.90, -0.12, 0.45, 0.49, 0.02, 0.04, 0.43, 0.24, 0.45, 0.07, 0.26, 0.44, 0.23, 0.49],
  "homo_lumo_gap_ev": 7.4,
  "relative_energy_kcal_mol": 0.0,
  "homo_energy_ev": -5.11,
  "multiplicity": 1,
  "lumo_energy_ev": 2.2516,
  "total_charge": -1,
  "energy_ev": -139111.7223
}